1.
Entry from OMol25: an isolated molecule of C4H5NO (the ωB97M-V functional and the def2-TZVPD basis).

The geometry in ORCA input format:
```
! RIJCOSX wB97M-V def2-TZVPD def2/J DEFGRID3
* xyz 0 1
C 0.29 -1.68 0.06
C -0.11 -0.35 0.65
C -0.66 0.11 1.73
C 0.36 0.90 -0.13
O 1.52 1.01 -0.44
N -0.63 1.76 -0.49
H -0.17 -1.80 -0.93
H -0.02 -2.51 0.70
H 1.37 -1.70 -0.05
H -0.37 2.59 -0.99
H -1.56 1.67 -0.11
*
```

Output
- Max |F|: 0.679 eV/A
- LUMO: -0.5 eV
- Electronic energy: -7763.3869 eV
- Kohn-Sham gap: 9.777 eV
- Energy relative to the best compared isomer or geometry (same formula, charge and spin): 302.9 kJ/mol
- HOMO: -10.2604 eV


2.
Entry from OMol25: an isolated molecule of C4H5NO (the ωB97M-V functional and the def2-TZVPD basis).

The geometry in ORCA input format:
```
! RIJCOSX wB97M-V def2-TZVPD def2/J DEFGRID3
* xyz 0 1
C 0.70 -0.87 -1.11
C -0.42 -1.24 -0.50
O -1.42 -0.33 -0.17
C -0.87 0.69 0.51
N -1.10 1.69 1.22
C 0.39 1.18 0.92
H 0.83 0.13 -1.49
H 1.53 -1.56 -1.20
H -0.63 -2.23 -0.12
H 1.00 1.79 0.25
H 0.93 0.67 1.72
*
```

Output
- Max |F|: 0.561 eV/A
- SMILES string: C=COC1=NC1
- LUMO: 1.0 eV
- Electronic energy: -7763.1540 eV
- Kohn-Sham gap: 10.853 eV
- Energy relative to the best compared isomer or geometry (same formula, charge and spin): 325.4 kJ/mol
- HOMO: -9.8840 eV


3.
Entry from OMol25: an isolated molecule of C4H5NO at a distorted geometry (the ωB97M-V functional and the def2-TZVPD basis).

The geometry in ORCA input format:
```
! RIJCOSX wB97M-V def2-TZVPD def2/J DEFGRID3
* xyz 0 1
C 0.62 0.95 -0.31
C 0.32 -0.19 -0.94
C -0.46 -1.23 -0.29
O -0.92 -0.84 1.04
N -0.65 0.35 1.59
C 0.16 1.16 1.04
H 1.25 1.74 -0.74
H 0.64 -0.33 -1.96
H 0.16 -2.17 -0.16
H -1.36 -1.60 -0.85
H 0.25 2.14 1.57
*
```

Output
- Max |F|: 1.857 eV/A
- SMILES string: C1=CCON=C1
- LUMO: 0.6 eV
- Electronic energy: -7763.6295 eV
- Kohn-Sham gap: 9.328 eV
- Energy relative to the best compared isomer or geometry (same formula, charge and spin): 279.5 kJ/mol
- HOMO: -8.6831 eV


4.
Entry from OMol25: an isolated molecule of C4H5NO at a distorted geometry (the ωB97M-V functional and the def2-TZVPD basis).

The geometry in ORCA input format:
```
! RIJCOSX wB97M-V def2-TZVPD def2/J DEFGRID3
* xyz 0 1
C -0.05 1.22 0.89
C -0.17 -0.06 0.14
C -0.09 -1.48 0.32
N 0.25 -2.08 -0.79
O 0.34 -1.11 -1.75
C 0.02 0.05 -1.20
H -0.76 1.44 1.70
H 0.96 1.36 1.27
H -0.01 1.89 0.01
H -0.33 -2.10 1.18
H -0.26 0.86 -1.85
*
```

Output
- Max |F|: 1.527 eV/A
- SMILES string: Cc1cnoc1
- LUMO: 0.9 eV
- Electronic energy: -7764.3061 eV
- Kohn-Sham gap: 10.502 eV
- Energy relative to the best compared isomer or geometry (same formula, charge and spin): 214.2 kJ/mol
- HOMO: -9.5716 eV


5.
Entry from OMol25: an isolated molecule of C4H5NO at a distorted geometry (the ωB97M-V functional and the def2-TZVPD basis).

The geometry in ORCA input format:
```
! RIJCOSX wB97M-V def2-TZVPD def2/J DEFGRID3
* xyz 0 1
C 0.42 -0.06 1.21
C -0.34 0.08 -0.11
C -1.21 -1.09 -0.36
N -1.84 -2.05 -0.54
C 0.46 0.54 -1.30
O 0.58 1.74 -1.36
H -0.31 -0.03 2.03
H 1.00 -0.98 1.31
H 1.08 0.80 1.32
H -0.72 1.15 -0.10
H 0.86 -0.11 -2.10
*
```

Output
- Max |F|: 2.512 eV/A
- SMILES string: C[C@H](C#N)C=O
- LUMO: 0.3 eV
- Electronic energy: -7765.0818 eV
- Kohn-Sham gap: 11.094 eV
- Energy relative to the best compared isomer or geometry (same formula, charge and spin): 139.4 kJ/mol
- HOMO: -10.8348 eV


6.
Entry from OMol25: a 2-piece molecular cluster, C4H5NO overall at a distorted geometry (the ωB97M-V functional and the def2-TZVPD basis).

The geometry in ORCA input format:
```
! RIJCOSX wB97M-V def2-TZVPD def2/J DEFGRID3
* xyz 0 1
C 1.34 -0.95 0.33
C 0.21 0.75 -1.25
O 0.45 1.77 -1.68
C -1.82 0.64 0.24
C -0.96 -0.20 0.78
N -0.03 -0.92 1.10
H 1.90 -0.08 -0.10
H 1.24 -1.66 -0.50
H 1.97 -1.33 1.12
H -2.43 0.32 -0.60
H -1.88 1.67 0.57
*
```

Output
- Max |F|: 2.232 eV/A
- LUMO: 0.9 eV
- Electronic energy: -7763.4096 eV
- Kohn-Sham gap: 9.688 eV
- Energy relative to the best compared isomer or geometry (same formula, charge and spin): 300.7 kJ/mol
- HOMO: -8.7429 eV


- Look up the energy relative to the best compared isomer or geometry (same formula, charge and spin) of the second one.
  325.4 kJ/mol